{
  "formula": "C38H50F8O6",
  "method": "the ωB97M-V functional and the def2-TZVPD basis",
  "total_energy_ev": -74215.44369,
  "smiles": "CC(=O)OCCCCC1=CC(=O)C(CC[C@@H](C)CCC=C(C)C)=C(COc2cc(C)ccc2C(C)C)C1=O.FC(F)C(F)(F)COC(F)(F)C(F)F",
  "species": ["C", "H", "H", "O", "H", "C", "F", "H", "C", "H", "C", "O", "F", "O", "H", "H", "C", "H", "H", "H", "H", "O", "C", "C", "H", "H", "C", "C", "H", "H", "C", "O", "C", "F", "H", "H", "F", "H", "C", "C", "F", "H", "H", "C", "H", "C", "F", "C", "H", "C", "H", "H", "H", "H", "H", "H", "F", "H", "H", "C", "C", "H", "H", "H", "H", "C", "C", "C", "H", "H", "C", "C", "C", "C", "C", "C", "C", "H", "C", "H", "H", "O", "C", "C", "C", "H", "C", "H", "C", "H", "C", "C", "C", "H", "H", "H", "H", "H", "H", "F", "H", "H"],
  "coordinates": [[-4.24225, -2.54134, -0.17238], [-1.66092, -2.64473, 7.44740], [-1.26662, 4.03316, 4.06890], [-2.38542, 1.21116, 3.59153], [0.64600, 5.74665, 6.98608], [-3.25453, -0.50225, -1.59845], [3.09811, -3.67439, -4.56855], [0.02470, 5.84120, 5.13432], [-1.18838, -1.09019, 5.70897], [-1.93292, -6.76200, -2.96703], [2.42783, 3.75371, -1.79165], [-4.61754, -6.02467, -1.65796], [-0.74111, -1.39658, -4.10043], [-3.11908, -6.02040, 0.22758], [-5.35698, -2.55559, -0.59982], [0.94419, -5.11743, -4.89339], [-2.26860, -4.93311, 0.73574], [-3.21086, -1.17555, -2.55695], [-3.60067, -3.14704, -0.94063], [-0.63793, 3.42624, 0.43013], [6.48305, 3.04418, 1.17980], [-4.71029, 0.18391, 1.92546], [-0.42921, -1.61971, -6.46723], [5.11822, 4.36818, -1.99888], [2.50424, 3.76014, -0.61410], [-1.35430, -0.86339, 8.00641], [5.68565, 2.93430, 0.32940], [0.42173, 1.00884, 6.81537], [-0.88284, -3.02220, 4.51357], [-2.14100, -3.26338, 2.29561], [7.68162, 4.42593, -1.12914], [-2.97893, 1.84581, -2.81103], [-0.72247, 0.51561, 5.70723], [-2.50318, -1.18217, -5.36306], [-0.01913, 1.97774, -4.03500], [5.65973, 1.78629, 0.01000], [-0.44568, -3.77869, -4.41284], [1.40599, -3.47308, -6.85311], [-4.32393, -3.17743, 1.33421], [0.46008, 2.94099, -3.54286], [-0.72553, -2.93688, -6.58040], [0.94265, 0.26672, 7.57931], [-2.35730, -1.13084, 5.46979], [-3.33643, -5.93268, -1.22464], [8.06829, 4.70927, -0.04413], [-2.18566, -5.77992, -2.38226], [1.00376, -4.54254, -2.99402], [-2.09214, 1.74845, -0.36706], [-0.74449, 1.86266, 2.31078], [-2.97503, -3.95417, 1.84413], [2.74348, -2.42682, -6.50640], [2.07580, 4.81785, -2.18687], [1.73413, 2.91380, 7.76605], [0.76352, -1.97392, 4.68276], [5.22740, 5.38650, -2.57405], [-1.79339, -4.24678, -0.08428], [-0.80637, -1.05223, -7.64508], [-1.13857, 3.69447, -1.36737], [-1.35386, -5.46270, 1.29031], [-1.37964, 1.61280, 4.62988], [-0.83765, 3.18657, 4.79269], [4.59135, 3.17629, 0.73800], [0.15066, 0.84978, -1.06207], [1.24770, 3.33929, -4.34652], [-0.60795, -1.40982, 3.51487], [1.72618, -2.67365, -6.17684], [3.90758, 3.32246, -2.35793], [0.83170, -4.20580, -4.30123], [1.18272, 2.00883, 0.01009], [3.80528, 3.16647, -3.52561], [0.28112, 3.67464, 5.88866], [0.93049, 2.59705, 6.94170], [-1.00800, -1.69710, 7.22911], [-0.40038, -1.94787, 4.55516], [1.35221, 2.54445, -2.21189], [-1.16756, -0.93655, -5.30559], [-0.87109, 2.85751, -0.59323], [-4.61829, -2.41148, 2.18087], [-3.74794, -0.98046, -0.24825], [4.15181, 2.25467, -1.90129], [0.14778, -1.88632, 7.46040], [0.98707, -1.46478, -6.39390], [0.47368, 1.98696, -0.94486], [-2.56959, 1.27902, 0.97137], [1.84154, -3.14332, -4.71924], [1.83910, 5.29068, 5.47908], [-1.92528, 1.88776, 2.36879], [-1.01365, 0.14469, -5.32576], [6.10259, 3.91623, -0.93794], [8.29141, 3.52063, -1.60337], [-2.79944, 1.08165, -1.71313], [-3.77529, 0.11972, 0.96623], [0.72947, 5.27307, 5.90079], [-1.21173, -5.23169, -1.96452], [-0.29601, 3.81807, -3.37443], [-2.33112, 3.00808, 2.44133], [-5.19953, -3.98873, 1.32777], [-3.32044, -4.66452, 2.73942], [7.66984, 5.37349, -1.84522], [1.80195, -2.06297, -3.89534], [-2.62956, -5.02404, -3.19242], [2.05028, 1.63922, -2.55544]],
  "forces_ev_per_a": [[-1.2467, 1.1075, 0.2908], [1.4421, 1.6976, -0.7096], [1.0466, -2.1371, 1.8080], [3.7025, 1.4066, 1.3168], [0.2472, -1.1079, -2.4458], [-0.9345, 0.5583, 3.9864], [-0.5288, -0.3037, -0.1465], [1.5459, -1.1242, 1.7661], [-0.3170, 0.6725, 0.3303], [-0.6077, 1.7032, 1.6203], [-0.2416, -0.7588, 0.2192], [8.2064, 0.4534, 2.9920], [-0.0157, 0.3396, -0.4350], [0.3728, 1.8599, -3.5674], [2.4449, 0.0803, 0.9024], [0.1351, 0.0873, -0.1270], [2.0316, 0.8251, 1.4671], [-0.2246, 1.4778, 2.0778], [-1.1307, 1.1214, 1.6513], [-0.8700, -1.2885, -2.1750], [-1.6054, -0.1143, -1.6443], [5.5880, -0.8268, -5.9274], [1.5340, -0.5581, -1.2837], [1.9508, -2.5787, 2.9944], [-0.2138, 0.2603, -2.3242], [0.6726, -1.8058, -1.7177], [-0.0591, -0.4345, -0.9761], [-1.0719, 3.3382, -2.0447], [1.2057, 2.0492, 0.0948], [-1.5786, -1.1393, -1.1349], [-1.6662, -0.0670, 0.9743], [1.2811, -4.8990, 6.5146], [0.9092, 2.4364, 0.0835], [0.4107, -0.1258, -0.3509], [0.6664, 2.1178, 1.2490], [0.1886, 2.4164, 0.6320], [0.3505, -0.3284, 0.2618], [-0.1271, 0.0604, 0.3453], [-0.1217, -0.9633, 0.3584], [1.3922, 0.0202, -0.4951], [-0.4761, 0.7366, -0.1755], [-1.4975, 1.5603, -1.9706], [2.6174, 0.2638, 0.3505], [-6.5297, -0.8090, -1.8216], [-0.3835, -0.5717, -2.4612], [0.1857, 1.7214, 0.1902], [0.3030, 0.1634, -0.1173], [-1.2615, -0.9401, 2.6693], [-2.5067, 0.0493, -0.0351], [-0.5712, -1.2814, 0.3729], [-0.2161, 0.0791, 0.3170], [0.8022, -2.2899, 0.8520], [-2.0274, -0.7868, -2.1281], [-2.3019, -0.0549, 0.0498], [0.1794, -2.4818, 0.8979], [-1.0861, -1.4943, 1.2035], [-0.0599, 0.0601, 0.8523], [0.3651, -2.0023, 1.3101], [-1.9412, 1.1521, -1.2096], [2.8080, 1.1031, 3.2568], [1.1177, -1.8980, 1.6980], [2.5676, -0.3124, -0.9565], [0.7739, 2.4014, -0.1073], [-1.6773, -0.8057, 1.6695], [0.3903, -1.1894, 2.1487], [0.6627, 0.4077, -0.8093], [-0.4363, 0.5302, 0.3390], [-0.3338, -0.6925, 0.6633], [-1.4880, -0.0878, -1.9906], [0.4240, 0.4751, 2.2798], [-1.0571, -3.2161, 0.2023], [-3.1049, -1.4992, -3.2015], [0.4177, 0.9689, 0.4491], [-0.7316, 0.6082, -0.4903], [0.3712, -0.4454, -0.4925], [-0.4147, 0.4072, 0.6799], [-0.2553, -0.4588, 1.1909], [0.5841, -1.2399, -2.0672], [1.6057, 1.2259, -4.0023], [-0.3855, 2.3459, -0.9101], [-2.6052, 0.1245, -0.5509], [-1.6227, -0.7571, 0.6652], [0.3391, -0.0677, 0.2945], [0.8401, 0.0988, -3.4794], [0.4689, 1.0001, 0.0448], [-2.3553, 0.2211, 1.0870], [-0.8406, 1.0893, -1.3490], [0.0762, -0.0506, -0.2013], [-1.8868, 1.7001, -3.1195], [-1.2588, 2.1112, 1.1026], [-0.5853, 2.6221, -3.2218], [-2.8088, 1.0620, 3.5679], [-0.2454, -1.2668, -0.6238], [-2.0684, -1.6132, -0.8781], [1.2709, -1.9431, -0.2408], [1.1311, -2.3321, -0.3387], [1.9993, 1.7509, -0.1310], [0.7484, 1.5681, -1.8653], [0.1780, -2.1608, 1.5536], [-0.1743, -0.4569, -0.1165], [0.7556, -1.7618, 1.9178], [-1.5517, 1.8312, 0.7554]],
  "lowdin_charge": [-0.138, 0.081, 0.093, -0.153, 0.089, 0.062, 0.101, 0.077, -0.362, 0.104, -0.181, -0.041, 0.072, -0.087, 0.144, 0.177, -0.209, 0.121, 0.102, 0.115, 0.074, -0.016, -0.473, -0.079, 0.100, 0.090, -0.109, -0.016, 0.080, 0.101, -0.117, -0.050, -0.041, 0.093, 0.072, 0.083, 0.073, 0.146, -0.181, -0.099, 0.120, 0.084, 0.146, -0.290, 0.073, -0.027, 0.081, -0.058, 0.144, -0.168, 0.153, 0.125, 0.095, 0.088, 0.103, 0.116, 0.141, 0.112, 0.143, -0.083, 0.020, 0.083, 0.124, 0.087, 0.080, -0.051, -0.226, -0.287, 0.115, 0.117, -0.202, -0.038, -0.136, -0.115, -0.336, -0.262, -0.128, 0.115, -0.061, 0.109, 0.084, 0.033, -0.173, 0.004, -0.429, 0.087, -0.165, 0.164, -0.263, 0.090, -0.177, -0.134, -0.126, 0.076, 0.079, 0.142, 0.131, 0.129, 0.081, 0.123, 0.106, 0.130]
}